Model one:
Molecular formula: C4H9N3O2
Method: DFT, wB97M-V/def2-TZVPD

## Properties
SMILES	[H]/N=C(\CN(N)O)C(C)=O
E_HOMO	-7.61	eV
gap between HOMO and LUMO	8.174	eV

Last columns: bonded neighbours and bond lengths (Å).
Element x y z (Å)
1 C 0.539 -0.400 -1.464  N3 1.575, C5 1.486, H14 1.093, H15 1.093
2 C -0.663 -0.381 2.043  C4 1.500, H16 1.091, H17 1.093, H18 1.092
3 N 0.212 1.091 -1.076  C1 1.575, N6 1.407, O7 1.433
4 C 0.448 -0.299 1.039  C2 1.500, C5 1.578, O9 1.231
5 C 0.259 -1.200 -0.243  C1 1.486, C4 1.578, N8 1.288
6 N -1.077 1.536 -0.732  N3 1.407, H11 1.022, H12 1.024
7 O 1.319 1.857 -0.584  N3 1.433, H10 0.983
8 N -0.130 -2.425 -0.149  C5 1.288, H13 1.026
9 O 1.598 0.041 1.315  C4 1.231
10 H 1.832 1.239 -0.016  O7 0.983
11 H -1.669 1.555 -1.565  N6 1.022
12 H -1.023 2.509 -0.418  N6 1.024
13 H -0.292 -2.826 -1.080  N8 1.026
14 H -0.123 -0.699 -2.280  C1 1.093
15 H 1.598 -0.432 -1.734  C1 1.093
16 H -1.394 -1.165 1.843  C2 1.091
17 H -0.237 -0.574 3.030  C2 1.093
18 H -1.195 0.572 2.072  C2 1.092

Model two:
Molecular formula: C4H9N3O2
Method: DFT, wB97M-V/def2-TZVPD

## Properties
E_HOMO	-9.08	eV
gap between HOMO and LUMO	9.255	eV

Last columns: bonded neighbours and bond lengths (Å).
Element x y z (Å)
1 C -2.383 -1.823 0.217  H5 1.079, H6 1.307, H7 1.063, N14 1.570
2 C -0.083 -1.066 0.246  N14 1.371, N15 1.426, N16 1.268
3 C -0.345 1.391 0.364  C4 1.561, H10 1.091, H11 1.107, N15 1.440
4 C 0.578 2.343 -0.459  C3 1.561, H12 1.143, O17 1.190
5 H -2.807 -0.987 -0.318  C1 1.079
6 H -2.814 -1.593 1.430  C1 1.307
7 H -3.014 -2.627 -0.075  C1 1.063
8 H -0.283 -2.907 0.131  N14 0.956
9 H -2.050 -0.020 -0.143  no bonds
10 H -0.370 1.501 1.450  C3 1.091
11 H -1.270 1.952 0.130  C3 1.107
12 H 0.089 3.321 -0.125  C4 1.143
13 H 2.089 0.035 -0.776  O18 1.163
14 N -0.866 -2.163 -0.005  C1 1.570, C2 1.371, H8 0.956
15 N -0.639 0.137 -0.280  C2 1.426, C3 1.440
16 N 1.110 -1.206 0.652  C2 1.268, O18 1.596
17 O 1.531 2.159 -1.147  C4 1.190
18 O 1.794 0.201 0.337  H13 1.163, N16 1.596

Verdict on stability: model two comes out at the bottom.

Model one:
Molecular formula: C4H5FO
Method: DFT, wB97M-V/def2-TZVPD

## Properties
SMILES	O=C[C@H]1C[C@@H]1F
E_HOMO	-9.70	eV
gap between HOMO and LUMO	10.618	eV

Last columns: bonded neighbours and bond lengths (Å).
Element x y z (Å)
1 C -0.207 -1.289 0.872  C3 1.423, O5 1.232, H7 1.160
2 C 0.379 1.140 0.103  C3 1.535, C4 1.491, H8 1.041, H9 1.075
3 C -0.584 -0.037 0.310  C1 1.423, C2 1.535, C4 1.724, H10 1.139
4 C 0.323 0.288 -1.120  C2 1.491, C3 1.724, F6 1.337, H11 1.140
5 O -0.999 -2.099 1.354  C1 1.232
6 F -0.474 0.800 -2.064  C4 1.337
7 H 0.902 -1.563 1.070  C1 1.160
8 H -0.181 2.011 0.001  C2 1.041
9 H 1.312 1.104 0.635  C2 1.075
10 H -1.715 -0.009 0.184  C3 1.139
11 H 1.243 -0.347 -1.345  C4 1.140

Model two:
Molecular formula: C4H5FO
Method: DFT, wB97M-V/def2-TZVPD

## Properties
SMILES	C=C(F)CC=O
E_HOMO	-9.69	eV
gap between HOMO and LUMO	10.385	eV

Last columns: bonded neighbours and bond lengths (Å).
Element x y z (Å)
1 C -0.686 0.101 -0.102  C2 1.307, C3 1.570, F11 1.449
2 C -1.790 -0.551 -0.354  C1 1.307, H5 1.207, H6 1.113
3 C 0.699 -0.400 0.445  C1 1.570, C4 1.509, H7 1.049, H8 1.218
4 C 1.713 0.482 -0.242  C3 1.509, H9 1.139, O10 1.198
5 H -2.795 0.064 -0.616  C2 1.207
6 H -1.955 -1.648 -0.436  C2 1.113
7 H 0.877 -1.432 0.516  C3 1.049
8 H 0.451 0.276 1.427  C3 1.218
9 H 1.373 1.568 -0.261  C4 1.139
10 O 2.800 -0.006 -0.364  C4 1.198
11 F -0.687 1.547 -0.013  C1 1.449

Model three:
Molecular formula: C4H5FO
Method: DFT, wB97M-V/def2-TZVPD

## Properties
SMILES	C=C(F)C(C)=O
E_HOMO	-10.19	eV
gap between HOMO and LUMO	10.505	eV

Last columns: bonded neighbours and bond lengths (Å).
Element x y z (Å)
1 C -1.631 -1.050 -0.188  C2 1.295, H7 1.050, H8 1.094
2 C -0.922 -0.088 0.313  C1 1.295, C3 1.610, F6 1.371
3 C 0.674 -0.290 0.272  C2 1.610, C4 1.432, O5 1.243
4 C 1.374 0.902 -0.102  C3 1.432, H9 1.200, H10 1.129, H11 1.160
5 O 1.149 -1.429 0.423  C3 1.243
6 F -1.381 1.195 0.469  C2 1.371
7 H -2.675 -0.931 -0.186  C1 1.050
8 H -1.169 -2.001 -0.468  C1 1.094
9 H 0.754 1.856 0.278  C4 1.200
10 H 1.418 0.910 -1.230  C4 1.129
11 H 2.409 0.927 0.420  C4 1.160

Model four:
Molecular formula: C4H5FO
Method: DFT, wB97M-V/def2-TZVPD

## Properties
SMILES	C=C(C=O)CF
E_HOMO	-9.92	eV
gap between HOMO and LUMO	10.018	eV

Last columns: bonded neighbours and bond lengths (Å).
Element x y z (Å)
1 C 0.448 -1.141 -0.928  C3 1.310, H7 1.159, H8 1.070
2 C 0.649 1.280 -0.405  C3 1.455, O5 1.200, H9 1.090
3 C 0.218 -0.092 -0.179  C1 1.310, C2 1.455, C4 1.691
4 C -0.878 -0.045 1.108  C3 1.691, F6 1.325, H10 1.064, H11 1.042
5 O 0.418 2.238 0.279  C2 1.200
6 F -1.015 -1.353 1.271  C4 1.325
7 H -0.133 -2.128 -0.754  C1 1.159
8 H 1.268 -1.185 -1.614  C1 1.070
9 H 1.095 1.378 -1.396  C2 1.090
10 H -0.381 0.538 1.848  C4 1.064
11 H -1.692 0.510 0.768  C4 1.042

Verdict on stability: model two comes out at the bottom.

Model one:
Molecular formula: C2H4Cl2N2
Method: DFT, wB97M-V/def2-TZVPD

## Properties
E_HOMO (alpha / beta)	-8.31 / -9.54	eV
gap between HOMO and LUMO (alpha / beta)	7.592 / 8.471	eV

Last columns: bonded neighbours and bond lengths (Å).
Element x y z (Å)
1 C 0.380 0.664 0.530  C2 1.304, N4 1.328
2 C 0.687 -0.535 0.940  C1 1.304, Cl5 1.945, H8 1.020
3 N -1.910 -0.972 -1.194  Cl6 1.668, H7 1.064
4 N 1.036 1.717 0.056  C1 1.328, H9 0.978, H10 1.023
5 Cl 1.309 -1.849 -0.351  C2 1.945
6 Cl -3.043 -0.208 -0.238  N3 1.668
7 H -1.252 -1.630 -0.679  N3 1.064
8 H 0.399 -1.197 1.661  C2 1.020
9 H 0.565 2.540 -0.183  N4 0.978
10 H 1.829 1.471 -0.542  N4 1.023

Model two:
Molecular formula: C2H4Cl2N2
Method: DFT, wB97M-V/def2-TZVPD

## Properties
E_HOMO	-8.59	eV
gap between HOMO and LUMO	8.939	eV

Last columns: bonded neighbours and bond lengths (Å).
Element x y z (Å)
1 C 0.180 -0.487 0.421  C2 1.322, Cl5 1.670
2 C 0.346 0.552 -0.380  C1 1.322, N4 1.383, Cl6 1.720
3 N -1.402 -0.417 1.776  H7 1.016, H8 1.017
4 N 1.341 0.659 -1.334  C2 1.383, H9 1.009, H10 1.010
5 Cl 0.986 -1.947 0.500  C1 1.670
6 Cl -0.643 1.951 -0.227  C2 1.720
7 H -2.092 -0.001 1.157  N3 1.016
8 H -1.578 -1.418 1.813  N3 1.017
9 H 1.157 1.331 -2.064  N4 1.009
10 H 1.704 -0.224 -1.664  N4 1.010

Verdict on stability: model one comes out at the bottom.